A 18-piece molecular cluster, C116H162N16O18 overall in a non-equilibrium geometry, computed with wB97M-V/def2-TZVPD.

Each line ends with the Löwdin charge.
Element x y z (Å)
1 C 8.87049 8.72250 11.56967  0.0715
2 N 10.38774 8.85913 11.49856  -0.0689
3 C 11.15145 7.85317 11.13135  0.0039
4 C 12.51953 7.94542 11.00779  0.0506
5 C 13.11704 9.14458 11.21570  -0.1525
6 C 12.28731 10.24354 11.53420  0.0823
7 C 10.91513 10.07470 11.67298  0.0309
8 C 14.57548 9.32843 11.17613  -0.1323
9 C 15.15265 10.08971 10.13538  0.0689
10 C 16.50697 10.06983 9.97508  0.0078
11 N 17.31488 9.41064 10.78140  -0.0883
12 C 16.83882 8.79542 11.87208  0.0503
13 C 15.44519 8.71896 12.09099  0.0826
14 C 18.74209 9.25827 10.48332  0.0666
15 H 8.44151 9.71096 11.64439  0.0983
16 H 8.50597 8.08010 12.37524  0.1232
17 H 8.51216 8.43359 10.61061  0.0985
18 H 10.52507 6.94043 11.05511  0.1724
19 H 13.06202 7.01882 10.82807  0.1530
20 H 12.79613 11.20336 11.72171  0.1570
21 H 10.16759 10.85901 11.79000  0.1577
22 H 14.42274 10.49571 9.46462  0.1396
23 H 16.95798 10.50689 9.09720  0.1634
24 H 17.57774 8.39167 12.55389  0.1589
25 H 15.09535 8.10141 12.92542  0.1487
26 H 19.08695 10.21181 10.09187  0.1219
27 H 18.86284 8.43459 9.77791  0.1315
28 H 19.18949 9.11794 11.44271  0.1027
29 C -5.18025 10.56132 -3.81478  0.0061
30 N -5.07808 9.54421 -2.77740  -0.1002
31 C -3.99369 8.72879 -2.77068  0.0655
32 C -3.69113 7.88304 -1.59988  0.0628
33 C -4.62512 7.77924 -0.62227  -0.1348
34 C -5.86523 8.42049 -0.86513  0.0657
35 C -6.01512 9.37015 -1.85190  -0.0008
36 C -4.30569 7.06289 0.66779  -0.1175
37 C -4.18407 7.85346 1.82112  0.0454
38 C -3.88431 7.22457 3.00286  0.0202
39 N -3.74021 5.87051 3.03088  -0.0803
40 C -3.92731 5.12549 1.92482  0.0336
41 C -4.21984 5.69470 0.71306  0.0662
42 C -3.34352 5.18829 4.22965  0.0092
43 H -5.74565 11.46353 -3.43965  0.1308
44 H -5.56424 10.22509 -4.84857  0.1455
45 H -4.19634 10.94531 -4.10948  0.1020
46 H -3.24541 8.80865 -3.57347  0.1573
47 H -2.77979 7.28043 -1.69584  0.1352
48 H -6.69760 8.38247 -0.19135  0.1345
49 H -6.85994 9.98524 -2.01848  0.1440
50 H -4.24037 8.93620 1.75879  0.1409
51 H -3.74165 7.78738 3.91287  0.1490
52 H -3.75445 3.98485 1.94856  0.1356
53 H -4.41890 5.08931 -0.15940  0.0964
54 H -4.29161 4.92400 4.71721  0.1189
55 H -2.74490 5.77053 4.94147  0.1137
56 H -2.87069 4.23190 3.92215  0.0920
57 C 6.95419 7.59692 -9.23623  0.0497
58 N 6.90924 6.46675 -8.22481  -0.0729
59 C 6.21451 5.36709 -8.59514  0.0295
60 C 6.21602 4.26500 -7.74669  0.0374
61 C 6.86454 4.33970 -6.50875  -0.0868
62 C 7.55065 5.54162 -6.19432  0.0445
63 C 7.53860 6.59143 -7.05079  -0.0043
64 C 6.75708 3.23640 -5.47653  -0.1087
65 C 7.80841 2.97232 -4.58237  0.0152
66 C 7.71444 2.00318 -3.63305  -0.0114
67 N 6.60777 1.20988 -3.55922  -0.0570
68 C 5.58961 1.40809 -4.43062  0.0630
69 C 5.61502 2.48103 -5.34815  0.0613
70 C 6.67087 0.06623 -2.56452  0.0533
71 H 7.30457 7.19664 -10.20152  0.1196
72 H 7.62318 8.38534 -8.87939  0.1006
73 H 5.99461 8.13283 -9.24627  0.1159
74 H 5.65491 5.41735 -9.53988  0.1654
75 H 5.68033 3.33443 -8.07957  0.1548
76 H 8.02958 5.57466 -5.20249  0.1389
77 H 7.92838 7.54922 -6.82649  0.1407
78 H 8.73026 3.42523 -4.69852  0.1057
79 H 8.62322 1.79791 -2.99868  0.1675
80 H 4.73670 0.72913 -4.27919  0.1443
81 H 4.65419 2.68740 -5.85958  0.1024
82 H 5.67265 -0.09946 -2.32636  0.0212
83 H 7.33238 0.49367 -1.73850  0.1242
84 H 7.09940 -0.78583 -3.10141  0.1160
85 C 4.09642 1.08299 7.15387  0.0445
86 N 4.44556 -0.32387 6.73854  -0.0845
87 C 5.66857 -0.52064 6.22457  -0.0025
88 C 6.03221 -1.89810 5.88052  0.0614
89 C 5.05082 -2.84757 5.85630  -0.1494
90 C 3.65947 -2.43345 5.93988  0.0622
91 C 3.45012 -1.17227 6.49314  -0.0232
92 C 5.37215 -4.26558 5.78641  -0.1245
93 C 4.96391 -5.12571 6.80680  0.0571
94 C 5.49398 -6.38191 6.96379  0.0183
95 N 6.48315 -6.78256 6.11250  -0.0889
96 C 6.94431 -5.97246 5.13533  0.0084
97 C 6.37463 -4.74774 4.96001  0.0282
98 C 7.15589 -8.09090 6.48840  0.0647
99 H 3.28729 1.35798 6.41668  0.1177
100 H 4.97618 1.69968 7.03677  0.0880
101 H 3.69727 1.14462 8.18255  0.1051
102 H 6.41933 0.21760 6.28044  0.1059
103 H 7.06494 -2.18749 5.68429  0.1355
104 H 2.86306 -2.95627 5.57714  0.0446
105 H 2.46936 -0.85274 6.71461  0.1250
106 H 4.10893 -4.83207 7.39751  0.1383
107 H 5.19172 -7.08526 7.72424  0.1487
108 H 7.70184 -6.42404 4.44867  0.1678
109 H 6.79686 -4.01372 4.26057  0.1454
110 H 7.75536 -8.41239 5.64984  0.0975
111 H 6.32022 -8.73849 6.81009  0.1148
112 H 7.81703 -7.76519 7.30362  0.1202
113 C -5.73401 0.72065 -1.83391  0.0302
114 N -4.56491 0.31953 -1.08308  -0.0463
115 C -3.97938 -0.91539 -1.20966  0.0184
116 C -2.74939 -1.20235 -0.69195  0.0422
117 C -2.08092 -0.18439 0.00355  -0.0921
118 C -2.72760 1.04377 0.17877  0.0333
119 C -3.96969 1.23038 -0.32603  -0.0129
120 C -0.67374 -0.39263 0.53469  -0.1217
121 C 0.19070 -1.12550 -0.26200  0.0506
122 C 1.52295 -1.25280 0.19223  0.0379
123 N 1.85726 -0.84680 1.46396  -0.0665
124 C 0.95360 -0.20754 2.18614  -0.0189
125 C -0.38622 0.02585 1.84249  0.0737
126 C 3.28125 -1.06928 1.89363  0.0715
127 H -5.97075 1.69759 -1.48228  0.0691
128 H -6.51177 -0.03368 -1.70520  0.1012
129 H -5.54781 0.82831 -2.89947  0.1164
130 H -4.54739 -1.62916 -1.84802  0.1424
131 H -2.26549 -2.17981 -0.87101  0.1273
132 H -2.34128 1.89550 0.76052  0.1255
133 H -4.43984 2.18221 -0.32731  0.1067
134 H -0.03115 -1.52332 -1.33331  0.1346
135 H 2.33017 -1.54989 -0.46971  0.0881
136 H 1.27873 0.01490 3.20469  0.1396
137 H -1.14798 0.40054 2.48867  0.0872
138 H 3.52731 -0.23290 2.54119  0.0849
139 H 3.78925 -1.01655 0.89768  0.1031
140 H 3.19295 -2.03518 2.34921  0.0792
141 C -1.92113 -2.10000 6.25010  0.0443
142 N -3.16668 -2.52671 5.58328  -0.0701
143 C -4.11673 -3.30583 6.09680  0.0116
144 C -5.29143 -3.58967 5.39699  0.0359
145 C -5.54688 -2.99626 4.15105  -0.0855
146 C -4.49162 -2.20229 3.61183  0.0697
147 C -3.35444 -2.04672 4.35945  -0.0319
148 C -6.91235 -3.11403 3.56140  -0.0875
149 C -7.55182 -1.99808 2.88986  0.0816
150 C -8.66974 -2.34288 2.18757  -0.0323
151 N -9.16875 -3.56108 2.30688  -0.0582
152 C -8.75452 -4.53776 3.18603  0.0298
153 C -7.57391 -4.31900 3.79276  0.0180
154 C -10.39266 -3.90861 1.55812  0.0285
155 H -1.66222 -1.09454 5.94190  0.1085
156 H -1.06684 -2.71212 6.00544  0.0638
157 H -2.20141 -2.15165 7.31140  0.1142
158 H -4.00023 -3.69268 7.11243  0.1559
159 H -5.96522 -4.25444 5.93450  0.1285
160 H -4.57422 -1.77598 2.64009  0.1139
161 H -2.52535 -1.41672 3.98162  0.1336
162 H -7.04489 -1.08554 2.76705  0.0944
163 H -9.25790 -1.66494 1.53641  0.1593
164 H -9.38635 -5.39137 3.32219  0.1458
165 H -7.08773 -4.99303 4.45949  0.1130
166 H -11.26103 -3.53390 2.12129  0.1214
167 H -10.44051 -5.00080 1.42510  0.1115
168 H -10.40227 -3.47409 0.59429  0.0787
169 C 3.13507 -6.01379 -11.22211  0.0597
170 N 2.88648 -4.87204 -10.27940  -0.0773
171 C 2.92456 -3.61121 -10.68837  0.0202
172 C 2.75095 -2.60257 -9.74750  0.0490
173 C 2.56946 -2.85154 -8.37783  -0.0991
174 C 2.63148 -4.18816 -8.03269  0.0276
175 C 2.79256 -5.16373 -8.95371  0.0101
176 C 2.10201 -1.77367 -7.48462  -0.1398
177 C 1.37794 -0.74044 -7.95513  0.0398
178 C 0.80711 0.13378 -7.06082  -0.0217
179 N 0.96820 -0.04938 -5.78151  -0.0608
180 C 1.65126 -1.06026 -5.25070  0.0016
181 C 2.24933 -1.96997 -6.10030  0.0675
182 C 0.47642 0.98012 -4.86544  0.0329
183 H 3.99645 -6.60035 -10.88255  0.1163
184 H 3.24557 -5.55391 -12.21693  0.1143
185 H 2.35069 -6.73733 -11.10333  0.1029
186 H 3.02564 -3.45571 -11.77986  0.1670
187 H 2.91954 -1.56893 -10.06389  0.1379
188 H 2.54838 -4.46374 -7.01262  0.1209
189 H 2.90276 -6.18480 -8.52797  0.1729
190 H 1.39008 -0.51375 -9.03538  0.1430
191 H 0.31526 1.07164 -7.33822  0.1471
192 H 1.82899 -1.12042 -4.18036  0.1366
193 H 2.88166 -2.79016 -5.76971  0.1235
194 H 1.23440 1.71332 -4.63702  0.0983
195 H 0.18343 0.41613 -4.00099  0.0795
196 H -0.46789 1.44452 -5.26277  0.1334
197 C 2.22145 -7.19446 2.19980  -0.0567
198 C 1.02663 -7.53265 1.31254  -0.1520
199 N 0.89804 -6.64344 0.12381  -0.2444
200 C 0.82502 -5.19338 0.53063  0.0203
201 C 2.06834 -6.70529 -0.72238  -0.2354
202 C 2.42901 -8.05542 -1.39787  -0.0437
203 C -0.34251 -7.01165 -0.77362  -0.0379
204 C -1.70530 -6.49926 -0.36595  -0.1926
205 O -2.00958 -6.99816 0.94049  -0.2011
206 C -3.40255 -7.20562 1.11680  -0.0864
207 H 3.23829 -7.33323 1.77889  0.0827
208 H 2.15382 -7.88594 3.05765  0.0950
209 H 2.22846 -6.12525 2.56057  0.0687
210 H 0.10957 -7.29716 1.85768  0.1190
211 H 1.03914 -8.56044 0.95284  0.1344
212 H -0.02418 -5.09472 1.14647  0.0743
213 H 0.67852 -4.63718 -0.43362  0.0935
214 H 1.69848 -4.85938 1.01081  0.0800
215 H 3.01754 -6.53726 -0.23974  0.1182
216 H 2.03726 -5.98175 -1.51788  0.1153
217 H 2.79617 -8.85252 -0.67698  0.1057
218 H 3.28451 -7.80350 -2.02786  0.0861
219 H 1.59204 -8.40462 -2.01555  0.0759
220 H -0.32269 -8.09660 -0.72602  0.1317
221 H -0.14915 -6.70753 -1.83137  0.1528
222 H -2.44993 -6.82592 -1.06132  0.1194
223 H -1.69438 -5.36378 -0.38612  0.1344
224 H -3.97274 -6.28738 1.07243  0.0786
225 H -3.51321 -7.60095 2.12840  0.0976
226 H -3.85227 -7.81683 0.33070  0.0964
227 C -14.71856 -4.14420 -3.07489  -0.0542
228 C -15.65942 -3.98498 -4.31455  -0.1036
229 N -14.88231 -3.45164 -5.57559  -0.2663
230 C -15.91455 -3.16143 -6.64216  0.0138
231 C -14.09468 -2.16261 -5.22053  -0.1454
232 C -14.86202 -0.88717 -4.98386  -0.0419
233 C -13.95727 -4.52413 -6.04583  -0.1009
234 C -13.12348 -4.40070 -7.31660  -0.0792
235 O -11.88386 -3.57809 -7.12858  -0.1772
236 C -11.21879 -3.25730 -8.14708  -0.0467
237 H -13.91401 -4.83293 -3.07379  0.0624
238 H -15.34895 -4.56002 -2.23591  0.1069
239 H -14.62499 -3.09297 -2.59771  0.1151
240 H -16.34595 -3.17604 -4.10867  0.1172
241 H -16.27983 -4.80444 -4.65348  0.1314
242 H -16.66205 -2.39852 -6.32172  0.1210
243 H -16.40216 -4.13041 -6.87650  0.1230
244 H -15.41714 -2.74697 -7.57836  0.1322
245 H -13.40190 -2.09023 -6.01976  0.1116
246 H -13.64180 -2.42780 -4.28693  0.1008
247 H -15.53660 -0.79479 -4.08673  0.1219
248 H -15.23922 -0.57868 -5.94686  0.0839
249 H -14.07775 -0.20242 -4.89042  0.0716
250 H -14.52027 -5.44999 -6.28212  0.1623
251 H -13.26937 -4.75849 -5.26460  0.1280
252 H -13.56960 -4.05847 -8.26517  0.1362
253 H -12.62464 -5.38171 -7.50134  0.1556
254 H -8.83681 -5.32616 -8.39863  -0.1750
255 H -10.59996 -2.34893 -8.03844  0.0843
256 H -11.47845 -3.73697 -9.19398  0.1115
257 C -6.91246 -3.44531 -1.64364  -0.0334
258 C -7.35056 -2.59247 -0.44651  -0.7623
259 O -8.43868 -2.00763 -0.47558  -0.0570
260 O -6.44647 -2.44371 0.44210  -0.1000
261 H -5.91512 -3.92756 -1.48159  0.0752
262 H -6.87185 -2.72932 -2.46498  0.0627
263 H -7.65254 -4.18113 -1.98697  0.0723
264 C -4.92488 5.35902 -3.55769  -0.0218
265 C -4.18460 4.59569 -2.43373  -0.7331
266 O -2.99134 4.81345 -2.18717  -0.0493
267 O -4.87919 3.68127 -1.83216  -0.1299
268 H -5.34793 4.54509 -4.13139  0.0715
269 H -4.24308 5.88107 -4.22271  0.0641
270 H -5.69609 6.04219 -3.27618  0.0509
271 C 6.83307 1.36110 2.49385  -0.0004
272 C 6.42152 1.09828 3.94488  -0.6782
273 O 5.62932 0.08906 4.09153  -0.0795
274 O 6.85242 1.77898 4.88769  -0.0289
275 H 6.79225 2.44017 2.38088  0.0801
276 H 6.04244 0.97077 1.88484  0.0488
277 H 7.73265 0.84050 2.35352  0.0632
278 C -0.30274 -4.28436 3.90315  -0.0079
279 C 0.97195 -3.44553 4.10936  -0.7762
280 O 0.86584 -2.36637 4.70828  -0.0671
281 O 2.04306 -3.86840 3.64564  -0.0617
282 H -0.05221 -5.20234 3.30707  0.0669
283 H -1.12351 -3.69218 3.45136  0.0689
284 H -0.75526 -4.47694 4.86781  0.0556
285 C 3.34546 -3.35053 -2.26377  -0.0214
286 C 4.02084 -1.97704 -2.58178  -0.7796
287 O 3.97087 -1.15587 -1.66462  -0.0814
288 O 4.60623 -1.73409 -3.64091  -0.0581
289 H 3.72536 -3.68245 -1.29134  0.0677
290 H 3.54038 -4.13736 -3.02359  0.0735
291 H 2.25331 -3.27867 -2.14837  0.0461
292 C -5.18266 1.50901 3.15557  0.0140
293 C -3.64567 1.46956 2.91097  -0.6942
294 O -2.95345 2.49615 2.56526  -0.1344
295 O -3.15760 0.35676 3.00022  -0.0464
296 H -5.47224 1.72356 4.21603  0.0910
297 H -5.56638 0.48474 2.90644  0.0553
298 H -5.67009 2.25746 2.52470  0.0665
299 C -2.13114 -3.91024 -3.70991  -0.0145
300 C -0.83011 -3.24798 -3.12989  -0.7664
301 O -0.40274 -2.28050 -3.77928  -0.0537
302 O -0.36216 -3.66728 -2.05332  -0.0970
303 H -2.97601 -3.29218 -3.31790  0.0605
304 H -2.27846 -4.99502 -3.34769  0.0811
305 H -2.16438 -3.89258 -4.79268  0.0570
306 C 1.11050 4.33360 -7.11021  -0.0027
307 C 2.45009 3.51975 -6.92561  -0.7113
308 O 2.31167 2.24348 -6.87851  -0.1084
309 O 3.52189 4.07832 -6.92826  -0.0355
310 H 0.66924 4.58097 -6.12846  0.0734
311 H 0.36466 3.74170 -7.54730  0.0358
312 H 1.30624 5.28970 -7.56346  0.0616

Cartesian forces (eV/Å) of the 3 atoms listed first:
0.610 0.509 0.077
-1.528 1.011 -0.078
-1.240 -2.163 0.372

Properties
Highest occupied orbital energy: -14.30 eV
Largest force on an atom: 4.84 eV/A
Molecular weight: 2068.7 g/mol
Total charge: +8
Calculated total energy: -183527.4692 eV
E_LUMO: -0.418 Eh